Here is a molecular structure, C33H28Br9N5O10 in a non-equilibrium geometry from the Open Molecules 2025 dataset. Energies are from ωB97M-V/def2-TZVPD.

Summary:
- LUMO level: -1.24 eV
- F_max: 0.1364 Eh/bohr
- Total charge: 0
- Multiplicity: 1
- ΔE to the lowest compared entry with this formula, charge and spin: 72.8 kcal per mole
- HOMO energy: -9.763 eV
- HOMO-LUMO gap: 8.520 eV

CARTESIAN COORDINATES (ANGSTROEM)
C1 -0.771 5.594 1.464
Br1 -1.812 7.033 2.341
Br2 0.678 4.696 2.556
Br3 -0.334 6.346 -0.326
H1 -1.520 4.872 1.140
C2 -0.193 -0.107 6.487
Br4 0.904 1.493 6.214
Br5 -1.605 -0.181 5.021
Br6 -1.067 0.097 8.256
H2 0.382 -1.033 6.466
C3 -4.058 0.528 0.573
Br7 -5.832 0.969 -0.160
Br8 -4.092 -1.300 1.304
Br9 -3.407 2.036 1.783
H3 -3.365 0.491 -0.267
C4 7.047 1.887 6.001
C5 5.701 2.072 6.157
C6 4.728 1.349 5.465
C7 5.168 0.437 4.479
C8 6.579 0.317 4.224
C9 7.484 1.044 4.971
N1 4.238 -0.495 3.806
O1 3.056 -0.186 3.791
O2 4.648 -1.529 3.248
H4 7.755 2.411 6.627
H5 5.336 2.744 6.919
H6 3.700 1.507 5.756
H7 7.110 -0.285 3.502
H8 8.520 0.944 4.683
C10 -0.623 -2.691 -3.416
C11 -1.321 -3.670 -2.694
C12 -2.643 -3.566 -2.417
C13 -3.342 -2.399 -2.850
C14 -2.671 -1.392 -3.560
C15 -1.338 -1.554 -3.822
N2 -4.754 -2.104 -2.374
O3 -5.150 -2.665 -1.466
O4 -5.338 -1.077 -2.756
H9 0.456 -2.689 -3.471
H10 -0.755 -4.555 -2.446
H11 -3.117 -4.374 -1.879
H12 -3.143 -0.474 -3.880
H13 -0.797 -0.745 -4.290
C16 -4.608 1.724 -5.017
C17 -4.610 2.073 -6.374
C18 -3.711 3.003 -6.822
C19 -2.651 3.380 -5.977
C20 -2.655 3.055 -4.544
C21 -3.634 2.151 -4.148
N3 -1.544 4.239 -6.534
O5 -0.557 4.531 -5.826
O6 -1.555 4.578 -7.705
H14 -5.303 0.983 -4.651
H15 -5.335 1.771 -7.116
H16 -3.705 3.432 -7.813
H17 -1.881 3.252 -3.817
H18 -3.683 1.758 -3.143
C22 0.098 -0.773 2.248
C23 0.567 0.546 2.208
C24 0.468 1.254 1.028
C25 -0.267 0.737 -0.051
C26 -0.810 -0.552 0.014
C27 -0.631 -1.284 1.160
N4 -0.663 1.614 -1.186
O7 -1.282 1.071 -2.115
O8 -0.291 2.788 -1.223
H19 0.277 -1.304 3.171
H20 1.055 0.947 3.084
H21 0.789 2.281 1.116
H22 -1.475 -0.936 -0.745
H23 -1.084 -2.252 1.315
C28 3.290 -2.963 -1.187
C29 2.775 -4.190 -1.673
C30 1.871 -4.785 -0.901
C31 1.403 -4.241 0.359
C32 1.988 -3.084 0.891
C33 2.958 -2.492 0.091
N5 0.302 -4.844 1.117
O9 0.240 -4.515 2.297
O10 -0.526 -5.667 0.605
H24 4.037 -2.437 -1.761
H25 3.145 -4.572 -2.613
H26 1.511 -5.723 -1.295
H27 1.698 -2.636 1.830
H28 3.550 -1.711 0.545